114
Properties=species:S:1:pos:R:3:forces:R:3:lowdin_charge:R:1 method="wB97M-V/def2-TZVPD" total_energy_ha=-5665.83390 smiles=CCC[C@@H](C)[Si@@](Cl)(CCCCO)C[C@@H](C)F.FC(F)C(F)(F)COC(F)(F)C(F)F.FC(F)C(F)(F)COC(F)(F)C(F)F.FC(F)C(F)(F)COC(F)(F)C(F)F.FC(F)C(F)(F)COC(F)(F)C(F)F orbital_gap_ha=0.3696 max_force_ev_per_a=2.83
Cl -3.51496 2.22399 -0.30958 -0.006 -0.079 -1.701 0.47
Si -3.61609 2.28842 -2.44538 0.351 -0.357 -1.537 0.35
F 6.64260 -0.84241 7.77478 0.206 0.391 0.814 0.12
F 4.92291 -1.31892 0.46577 0.249 -0.130 0.636 0.09
F -7.83776 1.63952 -2.78580 2.169 0.570 1.477 -0.15
F 7.04011 -1.44037 0.95814 -0.180 -0.404 0.360 0.10
F 2.67319 -3.61477 -1.68332 -0.130 -0.047 0.383 0.09
F -4.59226 1.44180 2.86198 0.504 0.014 0.117 0.09
F -1.45255 -5.03807 -6.52259 -0.454 -0.175 -0.413 0.09
F 6.42522 -3.15205 3.12262 -0.083 0.535 -0.333 0.13
F -1.77000 1.60558 2.83142 -0.662 0.303 -0.075 0.13
F 5.20213 -2.26905 9.83906 0.592 0.234 0.108 0.09
F 4.68792 -2.10784 7.42874 -0.114 -0.422 -0.280 0.09
F 5.90958 -4.47750 8.45666 -0.132 0.268 -0.379 0.13
F 8.21962 -0.48466 9.21710 -0.639 -0.275 0.323 0.14
F -2.96926 -5.80009 -9.65229 0.244 -0.019 0.735 0.14
F -2.64696 2.19646 4.72273 -0.085 -0.464 -0.701 0.12
F 2.45734 -2.37426 0.77564 0.300 -0.466 -0.178 0.11
F -4.70257 3.58425 3.23274 0.375 -0.178 -0.172 0.08
F -1.46460 -6.95446 -7.55555 -0.206 0.315 -0.416 0.09
F 3.92127 -3.96443 6.60861 0.323 -0.168 0.020 0.09
F 5.62259 -0.18164 10.29254 0.449 -0.097 -0.311 0.09
F -1.83137 -2.37002 -6.68629 0.394 -0.024 -0.283 0.12
F 6.45866 -5.01249 6.42104 -0.204 0.496 -0.193 0.10
F 0.34826 -3.87878 -7.75270 0.126 0.532 0.093 0.09
F 5.85223 -3.96004 1.19543 0.544 0.688 0.507 0.13
F -2.08998 6.45456 5.62522 -0.120 -0.433 0.319 0.10
F 4.62316 -3.44981 -0.74646 -0.448 -0.146 -0.168 0.08
F -4.25162 3.64136 5.66038 0.063 0.493 0.295 0.09
F -1.02545 -4.88211 -9.38000 -0.519 -0.745 0.177 0.12
F -3.40900 5.82080 4.01588 0.026 -0.226 0.449 0.13
F 1.50730 -4.32972 0.70447 0.508 -0.207 -0.252 0.10
F -1.26145 -0.72604 -7.99166 0.401 -0.297 -0.235 0.10
F -4.55013 5.60967 6.52290 0.313 0.128 -0.163 0.09
F 0.89979 -1.98641 -6.84603 -0.340 0.153 -0.128 0.09
O -1.82231 3.77340 3.31531 -1.425 -1.010 0.721 0.03
O 4.26572 -3.14940 2.60024 1.372 0.311 -1.417 0.02
O -2.89611 -3.79700 -8.69385 1.520 -1.171 0.357 0.03
O 7.80737 -2.58893 8.63536 -1.544 1.223 0.043 0.03
O 0.00190 4.01752 -1.21234 1.187 1.306 0.183 -0.16
C 3.47990 -4.15138 1.94902 -0.372 -0.524 0.975 -0.05
C -2.22941 -5.05588 -8.78637 -0.594 1.467 -1.422 -0.48
C -1.23545 -2.09104 -7.87631 -0.939 -0.096 0.440 -0.43
C -2.27180 1.08844 -3.21665 1.010 -0.789 0.424 -0.40
C -2.09588 -2.65628 -9.01624 -0.827 0.399 -0.670 -0.05
C 0.22172 -2.53955 -7.88760 1.034 0.068 0.414 -0.29
C 0.13654 -0.59902 -0.22853 -0.398 -0.202 -0.487 -0.14
C 7.51409 -3.14293 7.34983 1.095 -0.225 -0.192 -0.05
C -3.91236 2.60911 2.71321 -0.756 0.279 -0.271 -0.32
C -1.71670 -0.02881 -2.12145 0.179 -0.025 0.379 -0.25
C 5.02579 -3.17244 6.66703 -0.987 0.030 -0.436 -0.29
C -2.69000 5.35427 5.07156 0.082 0.311 -1.022 -0.43
C -6.72755 3.49390 -1.50088 -1.518 -0.108 0.367 -0.10
C -2.85175 0.42722 -4.60193 0.124 0.574 -0.359 -0.14
C 6.20825 -3.94444 7.24186 0.437 -0.440 0.830 -0.43
C -3.59410 4.72668 6.12673 -0.820 0.058 0.711 -0.29
C -0.46877 0.56429 -1.21765 0.362 -0.188 -0.670 -0.27
C 6.20858 -1.38960 10.08170 -0.747 -0.181 0.639 -0.26
C -2.59679 5.11694 -2.23421 -0.636 1.079 -1.078 -0.24
C -3.36120 4.04780 -3.21455 -1.045 0.636 0.161 -0.28
C 3.41583 -4.04661 -0.62850 -0.088 -0.065 -1.138 -0.29
C 7.19710 -1.32800 8.91006 1.515 -0.686 -1.359 -0.48
C 5.57965 -2.96629 2.07308 -1.163 -1.636 0.805 -0.48
C 0.17082 5.12048 -2.17046 1.267 0.254 -1.199 -0.25
C -2.13377 -5.77764 -7.43595 0.171 -0.310 0.937 -0.26
C -1.19642 5.59526 -2.93828 0.416 0.452 0.456 -0.18
C -5.33670 1.66376 -3.04261 -1.348 -1.421 0.184 -0.25
C -2.55185 2.55083 3.41986 1.763 0.576 0.530 -0.47
C -1.56821 4.44153 4.55409 1.072 0.100 -0.328 -0.06
C 5.79171 -1.56734 1.48003 -0.028 0.861 -0.583 -0.26
C -6.57791 1.94229 -2.00851 -0.309 0.308 -0.797 -0.32
C 2.72622 -3.70431 0.68752 -0.343 0.748 0.678 -0.43
H 0.92518 4.71936 -3.00422 -1.517 1.026 1.662 0.12
H -0.54252 -1.57077 -0.35591 1.655 1.956 0.291 0.08
H -1.10109 5.23345 -4.06864 -0.510 0.796 2.538 0.11
H -2.82677 -1.87792 -9.26819 0.108 -0.154 0.321 0.15
H -3.27612 1.32250 -5.25726 0.819 -1.976 1.141 0.08
H -6.59466 1.16281 -1.10654 0.188 1.873 -2.023 0.15
H 8.33003 -3.85419 7.17130 -0.301 -0.002 0.217 0.15
H -1.19713 3.75322 5.32318 -0.377 0.128 -0.094 0.15
H -5.25716 0.47863 -3.15374 -0.271 2.518 0.199 0.09
H 4.04343 -5.07978 1.79584 -0.056 0.338 -0.217 0.15
H -3.12756 -5.98424 -7.02892 -0.027 0.095 -0.242 0.18
H -3.02557 4.43586 7.01548 0.146 0.032 -0.121 0.17
H -3.71212 -0.35530 -4.45612 1.691 1.576 -0.055 0.08
H -1.33987 1.77264 -3.46665 -1.800 -1.358 0.285 0.12
H -2.55863 -0.34484 -1.35760 1.487 0.572 -1.596 0.10
H 2.71504 -4.41627 2.68953 0.058 0.296 -0.214 0.15
H -2.84675 3.87994 -4.25947 -0.782 0.443 2.090 0.09
H -6.97313 4.24432 -2.39591 0.862 -1.821 1.842 0.10
H -1.52519 -2.80333 -9.94126 0.085 -0.067 0.395 0.15
H -3.79243 2.80613 1.64420 0.159 0.083 0.748 0.01
H -1.35745 -1.02891 -2.66409 -0.708 2.229 1.048 0.13
H 0.38782 0.86483 -1.98328 -1.803 -0.466 1.589 0.11
H 6.70989 -1.69690 11.00378 0.181 0.037 -0.186 0.18
H -7.70282 3.52485 -0.81295 2.119 -0.102 -1.469 0.10
H 0.07373 -0.29852 0.90852 0.357 -0.547 -2.333 0.08
H -3.29417 6.08478 -2.19375 1.535 -2.120 -0.003 0.12
H -4.45770 4.44912 -3.46348 2.339 -0.795 0.535 0.09
H 5.65356 -0.79282 2.23965 -0.013 -0.218 0.119 0.18
H 0.67620 6.06195 -1.68415 -1.012 -1.858 -0.660 0.12
H 7.61992 -2.40085 6.54915 -0.316 -0.126 0.224 0.15
H -5.85246 3.88248 -0.82264 -1.512 -0.923 -1.580 0.06
H 1.24970 -0.83587 -0.58128 -2.576 0.405 1.092 0.08
H -2.50128 4.74839 -1.12775 0.161 0.547 -2.278 0.08
H 3.54779 -5.12738 -0.73894 -0.045 0.009 0.185 0.18
H -0.76417 1.53754 -0.62478 0.450 -2.026 -1.286 0.07
H 0.83359 3.97182 -0.64070 -1.724 0.185 -1.309 0.12
H 0.72536 -2.23187 -8.80921 -0.184 0.032 -0.052 0.18
H 5.23491 -2.82320 5.65116 0.175 -0.073 0.039 0.16
H -0.71319 5.09374 4.33712 -0.362 0.021 -0.085 0.15
H -2.00354 -0.10137 -5.21082 -1.533 1.062 1.215 0.07
H -5.53428 2.08013 -4.14174 0.197 -0.697 2.504 0.12
H -1.19243 6.78854 -2.92877 0.123 -2.655 -0.175 0.12